{"formula": "C2H6N3O", "method": "ωB97M-V with the def2-TZVPD basis set", "spin_multiplicity": 3, "energy_ev": -8672.6764, "e_lumo_ev": [-3.95, -8.16], "max_force_ev_per_a": 5.16, "e_homo_ev": [-9.57, -15.59], "total_charge": 1, "relative_energy_kcal_mol": 104.05, "orbital_gap_ev": [5.63, 7.43], "s2": 2.015, "species": ["C", "C", "N", "N", "N", "O", "H", "H", "H", "H", "H", "H"], "coordinates": [[-0.353285, 1.353541, 0.643219], [1.208935, 0.737569, -0.870852], [0.217930, -0.551393, 0.865220], [0.326825, 1.644229, -0.303381], [-0.975555, -1.363630, 0.351698], [1.148089, -0.500751, -0.068622], [-1.059454, 1.772382, 1.315882], [0.961673, 0.531732, -1.916888], [2.239625, 1.094122, -0.803709], [-1.769430, -1.161505, 0.971660], [-0.719818, -2.355841, 0.453923], [-1.225535, -1.200454, -0.638151]], "forces_ev_per_angstrom": [[-2.4616, 0.8046, 4.4639], [1.3575, 1.3927, 0.2232], [-0.2274, 2.4677, -1.3896], [1.7873, -0.0288, -4.0293], [0.3020, -1.5999, -0.1803], [-0.7163, -1.8219, 0.0776], [-0.3427, -0.5688, 0.7260], [-0.0941, -0.6551, 0.1398], [0.2056, -0.2741, -0.1723], [0.1962, 0.1315, -0.1278], [-0.2078, -0.1355, -0.0579], [0.2013, 0.2877, 0.3266]]}


{"formula": "C2H6N3O2", "method": "ωB97M-V with the def2-TZVPD basis set", "energy_ev": -10726.4334, "e_lumo_ev": -5.13, "max_force_ev_per_a": 4.07, "e_homo_ev": -13.37, "total_charge": 1, "relative_energy_kcal_mol": 57.90, "orbital_gap_ev": 8.24, "species": ["C", "C", "N", "N", "N", "O", "O", "H", "H", "H", "H", "H", "H"], "coordinates": [[0.857887, -0.556215, -0.583145], [-1.153918, 1.151704, 1.346829], [-0.310861, -0.652861, 0.203207], [1.353631, 0.642583, -0.536296], [1.116887, -1.623158, -1.385963], [-1.221807, 0.502458, 0.197585], [-1.784319, 2.236196, 1.513609], [-0.550206, 0.674887, 2.085160], [-0.818415, -1.542849, 0.118207], [2.319726, 0.648624, -0.879151], [0.493110, -2.430925, -1.280178], [2.137518, -1.540807, -1.596796], [-2.439232, 2.490363, 0.796929]], "forces_ev_per_angstrom": [[-0.9261, 3.9040, -0.6597], [-0.2477, -0.8944, -2.9887], [-1.2069, -1.2243, 1.1326], [0.9106, -2.1062, 0.5635], [1.0055, 0.9858, 1.1365], [0.6492, -0.0764, 1.1334], [-0.5180, -0.4597, -0.3294], [0.4849, 0.2538, 0.8941], [-0.6037, 1.0607, -0.1208], [-0.4965, 0.3993, -0.5058], [1.4127, 0.0630, -0.4374], [-1.4268, -1.5919, -0.3285], [0.9627, -0.3136, 0.5102]]}


{"formula": "C2H6N3O2", "method": "ωB97M-V with the def2-TZVPD basis set", "energy_ev": -10724.4271, "e_lumo_ev": [-4.22, -5.78], "max_force_ev_per_a": 5.41, "e_homo_ev": [-12.97, -13.41], "total_charge": 1, "relative_energy_kcal_mol": 104.17, "orbital_gap_ev": [8.75, 7.63], "species": ["C", "C", "N", "N", "N", "O", "O", "H", "H", "H", "H", "H", "H"], "coordinates": [[-0.577149, 0.610724, -1.315310], [-0.683339, -0.299107, -0.283131], [-1.622513, -1.299225, -0.016501], [0.825687, -0.703024, 1.907559], [0.433691, 1.457505, -1.360527], [0.258192, -0.117749, 0.721579], [1.883018, 0.080934, 2.067779], [-1.164539, 0.407264, -2.146076], [-1.423308, -1.749897, 0.831152], [-2.141732, -1.730607, -0.681814], [1.162092, 1.570479, -0.514088], [0.676880, 2.099587, -2.062497], [2.373018, -0.326883, 2.851876]], "forces_ev_per_angstrom": [[1.4043, -0.3437, 0.6643], [-0.0539, -2.9495, 4.4529], [3.4837, 4.1115, 0.5253], [-1.4845, -0.6495, -1.1192], [2.7125, 0.3476, 3.6957], [0.1761, 1.6529, -1.5022], [0.7080, -0.5195, 0.9970], [-1.1643, 0.2898, -1.5112], [-0.0722, -0.9706, 1.0758], [-1.8279, -1.3538, -2.3502], [-2.6008, -0.7928, -2.2908], [-0.4405, 0.5660, -1.4637], [-0.8404, 0.6115, -1.1738]]}


{"formula": "C2H6N3P", "method": "ωB97M-V with the def2-TZVPD basis set", "smiles": "[H]/N=C\\C/N=P/N", "energy_ev": -15929.0443, "e_lumo_ev": 0.17, "max_force_ev_per_a": 5.08, "e_homo_ev": -9.17, "total_charge": 0, "relative_energy_kcal_mol": 19.96, "orbital_gap_ev": 9.35, "species": ["C", "C", "N", "N", "N", "P", "H", "H", "H", "H", "H", "H"], "coordinates": [[-1.129449, 0.436735, -0.084856], [-1.283693, 0.397070, -1.610395], [0.074352, 0.017412, 0.480594], [-0.393467, -0.097038, -2.348087], [2.196056, -0.663990, 1.622451], [0.494157, -0.944026, 1.596023], [-1.276470, 1.537200, 0.170986], [-2.211046, 0.122196, 0.346973], [-2.193132, 0.702334, -2.129796], [0.376923, -0.319790, -1.634730], [2.805975, 0.046277, 1.233364], [2.539794, -1.234381, 2.357473]], "forces_ev_per_angstrom": [[-4.4144, 2.4548, 0.5813], [0.4041, -0.8279, 0.4127], [-0.3293, -0.0754, -0.8046], [1.8118, -0.2906, 1.1553], [-2.1315, -0.8822, 0.4034], [2.1210, 0.9085, -0.4916], [0.4754, -0.8232, -0.3111], [2.3366, -0.3582, -0.5795], [-0.2560, 0.3116, 0.6850], [-0.6607, -0.0512, -1.5664], [-0.4980, -0.1517, -0.0250], [1.1409, -0.2144, 0.5405]]}


{"formula": "C2H6N3S", "method": "ωB97M-V with the def2-TZVPD basis set", "smiles": "[NH3+]N1CN=CS1", "energy_ev": -17467.0725, "e_lumo_ev": -4.19, "max_force_ev_per_a": 5.39, "e_homo_ev": -14.31, "total_charge": 1, "relative_energy_kcal_mol": 70.69, "orbital_gap_ev": 10.13, "species": ["C", "C", "N", "N", "N", "S", "H", "H", "H", "H", "H", "H"], "coordinates": [[-1.682936, -0.479122, -0.573977], [-0.008287, -0.921619, 0.737218], [-0.926822, -1.372901, -0.144095], [0.105430, 0.539592, 0.700124], [1.215480, 0.991085, -0.375159], [-1.491690, 1.091424, 0.239872], [-2.432685, -0.638260, -1.266073], [-0.059324, -1.181103, 1.728913], [1.061152, -1.238075, 0.464427], [1.053967, 0.440011, -1.245328], [2.148391, 0.743528, 0.136606], [1.017324, 2.025442, -0.402531]], "forces_ev_per_angstrom": [[0.1302, 0.3767, 1.1633], [5.1098, 1.1469, -1.2685], [-1.2861, -1.7986, -1.8586], [-0.1305, 1.9780, 0.2310], [-0.6337, -0.7949, 2.2512], [1.5158, 0.1140, -0.2686], [-1.5617, -0.3070, -1.3271], [-0.9547, -0.8760, 2.4788], [-1.3889, -0.2436, 0.2205], [0.4391, 0.8850, 0.3609], [-1.9309, 0.7715, -1.4450], [0.6916, -1.2519, -0.5380]]}


{"formula": "C2H6N3S2", "method": "ωB97M-V with the def2-TZVPD basis set", "energy_ev": -28301.4128, "e_lumo_ev": -6.33, "max_force_ev_per_a": 4.92, "e_homo_ev": -13.63, "total_charge": 1, "relative_energy_kcal_mol": 96.88, "orbital_gap_ev": 7.31, "species": ["C", "C", "N", "N", "N", "S", "S", "H", "H", "H", "H", "H", "H"], "coordinates": [[-1.722068, 0.166464, 1.475856], [1.784861, 0.016173, 0.684749], [-0.354522, 0.351268, 1.638011], [0.489095, -0.092932, 0.903539], [-2.261278, -0.382310, 0.273796], [2.487115, 1.567202, 0.262151], [2.323837, -1.565845, -0.025885], [-1.992905, -0.470885, 2.389056], [-2.396757, 1.158223, 1.677628], [-1.527316, -0.882318, -0.182750], [-2.773224, 0.194352, -0.365771], [3.657228, 0.957143, -0.108235], [3.671567, -1.582834, 0.166092]], "forces_ev_per_angstrom": [[-4.7319, 1.3553, 0.1147], [0.2170, -0.5684, -1.8957], [1.2850, 0.8748, 1.9558], [0.0655, 0.1236, -0.8506], [0.9855, -0.6175, 0.5815], [0.3865, -1.2832, 0.5341], [-0.0328, 0.4786, 0.8631], [0.5128, 0.6485, -0.8457], [2.2962, -1.9222, 0.0487], [-0.0300, -0.6170, -0.7868], [0.0338, 0.4722, 0.0571], [-0.5601, 0.5436, 0.0415], [-0.4274, 0.5115, 0.1822]]}


{"formula": "C2H6N4", "method": "ωB97M-V with the def2-TZVPD basis set", "energy_ev": -8130.0555, "e_lumo_ev": 1.14, "max_force_ev_per_a": 3.03, "e_homo_ev": -8.74, "total_charge": 0, "relative_energy_kcal_mol": 46.98, "orbital_gap_ev": 9.88, "species": ["N", "C", "N", "C", "N", "N", "H", "H", "H", "H", "H", "H"], "coordinates": [[-1.015836, 0.592340, -0.541269], [-0.836635, -0.205377, 0.458585], [-1.080360, -1.540295, 0.263089], [1.627510, 0.626149, -0.538195], [-0.119130, 0.103790, 1.587657], [1.695956, 1.035640, -1.627664], [-0.764232, 1.552047, -0.325145], [-1.505461, -1.769963, -0.617641], [-0.443278, -2.214809, 0.654657], [0.199194, 1.059260, 1.661113], [1.474695, 1.278988, -2.570125], [0.767577, -0.517771, 1.594939]], "forces_ev_per_angstrom": [[-1.4373, -0.1039, 0.5220], [1.4247, 0.7499, -2.2761], [-0.4615, -0.2843, 0.5228], [0.8416, 0.1950, -0.6188], [1.8077, -1.8270, 1.6042], [0.0486, -0.1329, 0.1150], [-0.0602, -0.1006, 0.2145], [0.2070, 0.0438, -0.0775], [-0.2092, 0.0664, 0.0804], [-0.1725, -0.0712, -0.3659], [0.0169, 0.0360, 0.0133], [-2.0057, 1.4289, 0.2662]]}


{"formula": "C2H6N4", "method": "ωB97M-V with the def2-TZVPD basis set", "energy_ev": -8127.3836, "e_lumo_ev": 0.69, "max_force_ev_per_a": 4.05, "e_homo_ev": -8.52, "total_charge": 0, "relative_energy_kcal_mol": 108.60, "orbital_gap_ev": 9.22, "species": ["C", "C", "N", "N", "N", "N", "H", "H", "H", "H", "H", "H"], "coordinates": [[-1.611638, -0.208395, 0.231028], [-0.371586, -0.329014, -0.574669], [-2.373418, 0.770621, 0.467477], [0.201344, 1.949879, -0.428223], [0.448393, 0.811302, -0.194264], [1.729876, 0.472206, 0.612941], [-1.944060, -1.043705, 0.936107], [-0.034505, -1.402906, -0.638184], [-0.649409, -0.146433, -1.588067], [-2.178706, 1.706253, 0.050280], [2.260193, 1.340522, 0.876324], [1.480093, -0.153495, 1.399021]], "forces_ev_per_angstrom": [[-2.1640, -0.7957, 2.8166], [-0.7033, -1.4890, -0.7975], [0.0184, 1.0202, -0.3207], [-0.2292, -0.9694, -0.3549], [3.0588, 2.2592, 1.4073], [-0.4484, -0.8318, -0.3669], [0.8619, 0.2334, -1.4696], [0.6135, 1.4051, 0.8949], [-0.1274, 0.4276, -0.8583], [0.3440, -1.0850, -0.1778], [-1.4745, -0.9851, -0.3013], [0.2502, 0.8105, -0.4718]]}


{"formula": "C2H6N4O", "method": "ωB97M-V with the def2-TZVPD basis set", "energy_ev": -10170.2033, "e_lumo_ev": 0.24, "max_force_ev_per_a": 12.41, "e_homo_ev": -7.40, "total_charge": 0, "relative_energy_kcal_mol": 227.34, "orbital_gap_ev": 7.64, "species": ["C", "C", "H", "H", "H", "H", "H", "H", "N", "N", "N", "N", "O"], "coordinates": [[0.725809, 1.114709, -0.465115], [-1.568636, 0.603681, 0.350475], [2.159504, -1.571147, 1.092590], [0.060517, -1.288636, 0.235018], [2.431633, 0.119664, -0.814865], [1.012707, 1.833481, -1.292084], [-2.349741, 0.926772, 1.113394], [-1.324459, -1.852342, -1.068329], [1.284543, -0.802036, 0.819847], [1.696026, 0.256173, -0.092203], [-0.442955, 1.460166, 0.153419], [-1.692020, -0.563520, 0.005545], [-0.356545, -1.366702, -0.598018]], "forces_ev_per_angstrom": [[0.1283, 1.0146, 0.3600], [5.2907, 5.5156, 1.9830], [-2.8727, 3.4081, -1.4598], [4.1309, -0.7356, 5.4141], [-0.5908, 0.0925, 0.9821], [-0.0073, -1.0073, 0.9350], [0.6873, -0.0800, -1.5541], [4.2202, 1.0815, 2.3469], [3.6894, -1.2397, 1.0993], [-1.7731, -0.9392, -0.0374], [-1.5222, -2.0435, -0.3597], [-2.4407, -4.7428, -1.1137], [-8.9401, -0.3243, -8.5958]]}


{"formula": "C2H6N4O", "method": "ωB97M-V with the def2-TZVPD basis set", "smiles": "Nc1c[nH]nn1.O", "energy_ev": -10178.3057, "e_lumo_ev": 0.85, "max_force_ev_per_a": 1.79, "e_homo_ev": -8.54, "total_charge": 0, "relative_energy_kcal_mol": 40.49, "orbital_gap_ev": 9.39, "species": ["C", "C", "H", "H", "H", "H", "H", "H", "N", "N", "N", "N", "O"], "coordinates": [[-0.323761, 0.505496, -0.115862], [-1.665257, 0.647757, 0.109888], [2.738836, -1.512410, 0.663258], [2.105228, -0.990324, -0.486187], [1.614824, 0.892049, 0.088493], [0.659910, 2.313328, -0.051824], [-2.341493, 1.442125, 0.341585], [-3.029438, -0.921994, 0.183045], [0.770516, 1.343716, -0.294028], [-2.102643, -0.634049, 0.041070], [-1.177819, -1.495197, -0.231094], [-0.065552, -0.835163, -0.333299], [2.816646, -0.755334, 0.084949]], "forces_ev_per_angstrom": [[1.0059, -0.4647, -0.6569], [0.4473, -0.1183, 0.1437], [0.4373, -0.1702, 0.7401], [-1.2395, 0.0574, -1.2887], [-0.4051, 0.5920, -0.2828], [-0.0373, -0.0570, 0.1813], [0.0596, 0.3029, 0.0014], [-1.1403, -0.5863, 0.0864], [0.0838, -0.2718, 0.4149], [-0.4547, 0.7379, -0.0061], [0.7409, -0.5777, 0.0451], [-0.3437, 0.5123, 0.0489], [0.8459, 0.0435, 0.5727]]}